The ion C2H5BrN with charge +1. Source: OMol25; level of theory: ωB97M-V with the def2-TZVPD basis set.

Cartesian coordinates (Å):
C -0.1521 0.0329 -1.2383
N 0.4653 -0.2066 -0.1159
C -0.0277 0.1058 1.3195
Br -1.9380 0.6282 1.0489
H -1.0544 0.6438 -1.5306
H 0.2650 -0.4686 -2.0446
H 1.3071 -0.8362 -0.3957
H 0.7702 0.9244 1.0366
H 0.3646 -0.8237 1.9201

Forces on atoms 1 to 6 (eV/Å):
C -0.65 0.73 1.15
N -1.32 -3.13 -3.87
C 2.57 0.37 -3.14
Br 1.86 -0.52 1.25
H 0.96 -0.68 1.39
H 1.09 -0.46 -1.70

## Properties
Kohn-Sham gap   0.365 Eh
HOMO energy   -15.48 eV
Largest force on an atom   0.1001 Eh/bohr
2S+1   1
SMILES string   C=[NH+]CBr
Net charge   +1